Version i
The following is a DFT calculation (ωB97M-V with the def2-TZVPD basis set) of 7 unconnected molecules or ions with the total composition CH16O7.

Summary:
LUMO energy: -0.3 eV
multiplicity: 1
HOMO energy: -7.2 eV

Structure (XYZ):
```
24
CH16O7 ωB97M-V with the def2-TZVPD basis set
O -0.324 0.413 0.229
H -0.816 -0.345 0.746
H 0.676 0.264 0.273
H -0.647 0.359 -0.697
C -1.639 -0.919 -2.057
O -1.122 0.442 -2.111
H -0.781 -1.476 -1.801
H -2.114 -1.434 -2.784
H -2.291 -0.930 -1.218
O -1.475 -1.711 1.584
H -1.694 -2.559 1.043
H -2.353 -1.290 1.718
O 1.938 -1.273 -0.283
H 2.565 -1.309 0.397
H 2.639 -0.803 -0.787
O 0.799 -0.374 3.221
H 1.708 -0.100 3.285
H 0.965 -1.299 3.419
O -1.011 3.105 -2.953
H -1.315 2.247 -2.680
H -0.858 3.754 -2.312
O 2.352 1.350 1.328
H 3.048 1.824 0.748
H 1.749 2.072 1.701
```

=====

Version ii
The following is a DFT calculation (ωB97M-V with the def2-TZVPD basis set) of 7 unconnected molecules or ions with the total composition CH16O7.

Summary:
LUMO energy: 0.3 eV
SMILES: CO.O.O.O.O.O.O
multiplicity: 1
HOMO energy: -10.4 eV

Structure (XYZ):
```
24
CH16O7 ωB97M-V with the def2-TZVPD basis set
C -1.117 0.345 -2.006
O -1.088 1.741 -1.815
H -1.880 -0.080 -1.407
H -1.357 0.005 -3.103
H -0.177 -0.228 -1.737
H -0.294 2.037 -2.320
O 2.041 1.934 -2.451
H 2.272 1.386 -1.701
H 2.293 2.829 -2.252
O -1.620 2.662 0.646
H -1.576 2.087 -0.160
H -0.820 3.176 0.439
O -1.111 -2.657 0.257
H -1.889 -2.168 0.508
H -0.812 -2.986 1.120
O 0.280 0.549 2.191
H 0.241 1.515 2.275
H 0.415 0.286 3.108
O 0.734 -2.699 2.552
H 0.929 -3.382 3.191
H 1.390 -2.647 1.822
O 1.319 -1.406 0.098
H 0.347 -1.588 -0.010
H 1.478 -0.715 0.754
```

=====

Stability comparison, relative energies in kJ/mol: version i 290.1; version ii 0.0

=====

Version i
The following is a DFT calculation (ωB97M-V with the def2-TZVPD basis set) of 2 unconnected molecules or ions with the total composition C3H6NO2.

Summary:
LUMO energy: 4.2 eV
multiplicity: 1
HOMO energy: -3.1 eV
charge: -1

Structure (XYZ):
```
12
C3H6NO2 ωB97M-V with the def2-TZVPD basis set
C 0.877 -0.050 1.122
C -1.113 0.323 -0.369
C -0.059 -0.461 0.262
N 1.006 3.717 1.148
O 1.940 3.513 0.335
O 0.198 2.781 1.375
H 0.734 1.038 1.284
H -1.164 0.338 -1.445
H -0.834 1.278 0.205
H -2.173 0.115 -0.088
H -0.151 -1.660 0.088
H 1.541 -0.747 1.684
```

=====

Version ii
The following is a DFT calculation (ωB97M-V with the def2-TZVPD basis set) of a gas-phase ion, C3H6NO2 (charge -1).

Summary:
LUMO energy: 4.3 eV
SMILES: CNCC(=O)[O-]
multiplicity: 1
HOMO energy: -3.9 eV
charge: -1

Structure (XYZ):
```
12
C3H6NO2 ωB97M-V with the def2-TZVPD basis set
C 1.453 -0.591 1.525
N 1.084 0.687 0.810
C 0.697 0.145 -0.574
C -0.872 0.052 -0.677
O -1.301 0.190 -1.839
O -1.486 -0.264 0.363
H 0.562 -1.436 1.513
H 1.514 -0.461 2.610
H 2.486 -0.849 1.346
H 0.221 0.971 1.120
H 1.158 -0.916 -0.801
H 1.108 0.843 -1.296
```

=====

Version iii
The following is a DFT calculation (ωB97M-V with the def2-TZVPD basis set) of 2 unconnected molecules or ions with the total composition C3H6NO2.

Summary:
LUMO energy: 3.7 eV
multiplicity: 1
HOMO energy: -3.8 eV
charge: -1

Structure (XYZ):
```
12
C3H6NO2 ωB97M-V with the def2-TZVPD basis set
C 0.137 -1.110 -0.205
C 2.209 -1.045 -1.219
N 1.387 -1.764 -0.597
H -0.686 -1.785 -0.071
H 0.277 -0.694 0.796
H -0.084 -0.254 -0.843
H 2.040 0.009 -1.441
H 3.146 -1.562 -1.433
O -2.539 2.707 2.233
C -2.077 2.040 1.289
O -1.196 1.172 1.193
H -2.613 2.284 0.299
```

=====

Stability comparison, relative energies in kJ/mol: version i 314.7; version ii 0.0; version iii 9.1

=====

Version i
The following is a DFT calculation (ωB97M-V with the def2-TZVPD basis set) of a single C5H8N2S molecule.

Summary:
LUMO energy: 0.8 eV
SMILES: [H]/N=C1/N[C@@H]2C[C@H]2CS1
multiplicity: 1
HOMO energy: -8.7 eV

Structure (XYZ):
```
16
C5H8N2S ωB97M-V with the def2-TZVPD basis set
C -0.906 -0.929 -1.224
C 0.122 0.904 -0.243
C 1.374 1.483 0.352
C 0.904 0.167 0.720
C -0.082 -0.483 1.667
H -2.208 -2.255 -1.733
H -0.384 0.676 -2.323
H -0.772 1.272 0.116
H 1.092 2.294 1.019
H 2.351 1.471 -0.078
H 1.635 -0.587 0.281
H 0.448 -1.243 2.304
H -0.776 0.178 2.215
N -1.568 -1.526 -2.084
N -0.099 0.145 -1.440
S -1.131 -1.566 0.452
```

=====

Version ii
The following is a DFT calculation (ωB97M-V with the def2-TZVPD basis set) of a single C5H8N2S molecule.

Summary:
LUMO energy: 0.9 eV
SMILES: CCSc1cn[nH]c1
multiplicity: 1
HOMO energy: -8.8 eV

Structure (XYZ):
```
16
C5H8N2S ωB97M-V with the def2-TZVPD basis set
C 1.984 1.033 0.187
C 1.891 -0.472 0.413
C -0.732 -0.736 -0.422
C -1.643 -1.210 0.566
C -1.411 0.296 -1.040
H 2.610 1.500 0.944
H 0.992 1.480 0.276
H 2.390 1.282 -0.788
H 2.889 -0.954 0.307
H 1.511 -0.678 1.416
H -1.485 -2.000 1.237
H -3.360 1.003 -0.595
H -1.129 0.955 -1.832
N -2.769 -0.531 0.563
N -2.607 0.383 -0.419
S 0.868 -1.350 -0.814
```

=====

Version iii
The following is a DFT calculation (ωB97M-V with the def2-TZVPD basis set) of a single C5H8N2S molecule.

Summary:
LUMO energy: 0.7 eV
SMILES: N[C@@H]1C=C/C(=N\S)C1
multiplicity: 1
HOMO energy: -8.4 eV

Structure (XYZ):
```
16
C5H8N2S ωB97M-V with the def2-TZVPD basis set
C 1.056 1.023 -0.189
C 0.030 0.612 0.880
C -0.621 -0.633 0.435
C -0.046 -1.054 -0.900
C 0.747 -0.152 -1.231
H 1.182 2.621 -1.315
H -0.322 2.197 -1.152
H 2.108 0.991 0.070
H 0.521 0.255 1.828
H -0.683 1.401 1.379
H -0.458 -1.915 -1.519
H 1.297 -0.089 -2.235
H -2.225 -3.347 2.265
N 0.551 2.400 -0.582
N -1.379 -1.305 1.274
S -1.757 -3.004 0.992
```

=====

Stability comparison, relative energies in kJ/mol: version i 189.7; version ii 0.0; version iii 215.8

=====

Version i
The following is a DFT calculation (ωB97M-V with the def2-TZVPD basis set) of a molecular structure, C10H19N3O4S.

Summary:
LUMO energy: -0.2 eV
multiplicity: 1
HOMO energy: -8.9 eV

Structure (XYZ):
```
37
C10H19N3O4S ωB97M-V with the def2-TZVPD basis set
C -3.241 -0.344 0.030
C -1.855 -0.959 0.092
C -3.045 1.220 -0.056
C -1.719 1.893 0.524
C 0.692 3.272 -0.238
C 0.228 -1.381 -1.018
C 0.112 -2.799 -0.625
C 1.242 -0.635 -0.011
C 2.745 -0.549 -0.256
C 3.799 0.335 0.409
H -3.448 -1.307 1.707
H -3.499 0.232 1.908
H -4.009 -0.845 -0.684
H -3.975 1.713 0.773
H -3.119 1.736 -1.173
H -2.075 2.581 1.280
H -0.921 1.218 0.890
H 0.612 3.932 0.790
H 1.193 2.273 -0.019
H 1.159 3.794 -1.004
H -1.372 -0.169 -1.846
H 0.663 -1.191 -1.983
H 0.997 -1.108 1.029
H 0.803 0.445 0.069
H 3.011 -0.503 -1.283
H 2.895 -1.786 -0.114
H 5.742 -1.101 -0.600
H 5.763 0.082 0.955
H -0.816 -4.342 -0.167
N -3.952 -0.496 1.305
N -0.998 -0.768 -0.969
N 5.079 -0.294 0.359
O -1.461 -1.574 1.148
O 0.935 -3.342 0.181
O 3.695 1.562 0.739
O -0.923 -3.503 -1.088
S -0.938 2.708 -1.055
```

=====

Version ii
The following is a DFT calculation (ωB97M-V with the def2-TZVPD basis set) of 2 unconnected molecules or ions with the total composition C10H19N3O4S.

Summary:
LUMO energy: -0.1 eV
SMILES: CCOC[C@H](C#N)[C@H](N)C#N.CCOS(C)(=O)=O
multiplicity: 1
HOMO energy: -10.6 eV

Structure (XYZ):
```
37
C10H19N3O4S ωB97M-V with the def2-TZVPD basis set
C -5.887 1.595 0.482
C -5.535 0.230 -0.359
O -4.958 0.454 -1.694
C -3.550 0.016 -1.770
C -2.589 1.144 -1.046
C -1.470 1.756 -2.119
N -0.691 2.467 -2.909
C -1.896 0.625 0.354
N -0.964 1.688 0.966
C -1.016 -0.763 0.108
N -0.301 -1.833 0.210
H -6.609 2.340 -0.058
H -6.431 1.233 1.481
H -4.904 2.161 0.821
H -6.570 -0.348 -0.496
H -4.870 -0.476 0.335
H -3.375 -1.078 -1.354
H -3.240 0.021 -2.922
H -3.320 2.034 -0.733
H -2.797 0.452 1.116
H -0.882 1.369 1.977
H -1.549 2.565 1.019
O 6.342 -0.210 -0.792
S 6.000 -1.307 0.088
O 5.714 -2.634 -0.413
O 4.780 -0.841 1.069
C 3.579 -0.368 0.480
C 2.759 -1.502 -0.107
C 7.255 -1.453 1.334
H 3.794 0.398 -0.276
H 3.000 0.117 1.272
H 3.276 -1.966 -0.951
H 1.791 -1.138 -0.466
H 2.593 -2.284 0.640
H 7.464 -0.467 1.748
H 8.151 -1.857 0.857
H 6.909 -2.139 2.109
```

=====

Stability comparison, relative energies in kJ/mol: version i 0.0; version ii 89.2

=====

Version i
The following is a DFT calculation (ωB97M-V with the def2-TZVPD basis set) of 2 unconnected molecules or ions with the total composition C20H25Br2NO2.

Summary:
LUMO energy: -1.5 eV
SMILES: COc1ccc(C=C2C=C(Br)C(=O)C(Br)=C2)cc1.CCCNCCC
multiplicity: 1
HOMO energy: -8.0 eV

Structure (XYZ):
```
50
C20H25Br2NO2 ωB97M-V with the def2-TZVPD basis set
C -2.238 3.309 6.383
O -1.496 3.817 5.251
C -1.918 3.571 3.979
C -3.032 2.759 3.642
C -3.241 2.419 2.316
C -2.388 2.880 1.265
C -2.503 2.416 -0.081
C -3.015 1.164 -0.474
C -3.498 0.960 -1.818
C -3.860 -0.269 -2.288
Br -4.411 -0.518 -4.074
C -3.785 -1.497 -1.426
O -4.029 -2.630 -1.847
C -3.352 -1.234 -0.018
Br -3.181 -2.727 1.133
C -3.017 0.023 0.407
C -1.418 3.868 1.624
C -1.136 4.139 2.940
H -1.681 3.698 7.229
H -3.271 3.692 6.401
H -2.242 2.207 6.410
H -3.698 2.378 4.417
H -4.113 1.810 2.054
H -2.229 3.117 -0.874
H -3.629 1.839 -2.458
H -2.780 0.164 1.462
H -0.893 4.406 0.824
H -0.321 4.794 3.231
C 2.094 -3.175 -1.325
C 1.330 -1.880 -1.101
C 2.231 -0.726 -0.708
N 1.516 0.523 -0.498
C 2.474 1.557 -0.162
C 1.814 2.905 0.052
C 2.832 3.987 0.369
H 1.398 -3.978 -1.590
H 2.820 -3.082 -2.141
H 2.637 -3.486 -0.424
H 0.809 -1.599 -2.020
H 0.576 -2.022 -0.324
H 2.830 -0.995 0.185
H 2.937 -0.504 -1.526
H 0.790 0.429 0.209
H 3.075 1.279 0.727
H 3.161 1.601 -1.024
H 1.262 3.155 -0.860
H 1.081 2.822 0.861
H 2.326 4.947 0.523
H 3.394 3.747 1.280
H 3.547 4.112 -0.452
```

=====

Version ii
The following is a DFT calculation (ωB97M-V with the def2-TZVPD basis set) of 2 unconnected molecules or ions with the total composition C20H25Br2NO2.

Summary:
LUMO energy: -1.4 eV
SMILES: COc1ccc(C=C2C=C(Br)C(=O)C(Br)=C2)cc1.CCN(CC)CC
multiplicity: 1
HOMO energy: -7.9 eV

Structure (XYZ):
```
50
C20H25Br2NO2 ωB97M-V with the def2-TZVPD basis set
C 4.000 0.516 -1.523
C 2.755 0.485 -0.644
N 2.644 -0.629 0.269
C 1.763 -1.751 0.008
C 2.419 -2.962 -0.646
C 3.122 -0.493 1.622
C 4.407 0.300 1.793
H 3.979 1.409 -2.159
H 4.914 0.546 -0.920
H 4.031 -0.364 -2.176
H 2.737 1.411 -0.043
H 1.870 0.467 -1.295
H 1.367 -2.070 0.987
H 0.921 -1.402 -0.609
H 1.663 -3.726 -0.846
H 2.895 -2.692 -1.593
H 3.172 -3.404 0.017
H 2.324 -0.030 2.247
H 3.261 -1.518 2.013
H 4.618 0.361 2.865
H 5.247 -0.209 1.310
H 4.328 1.316 1.402
C -5.216 1.135 4.034
O -3.781 0.975 3.995
C -3.100 1.084 2.826
C -3.704 1.342 1.572
C -2.927 1.304 0.438
C -1.527 1.057 0.479
C -0.755 0.917 -0.715
C -1.233 0.372 -1.922
C -0.515 0.552 -3.161
C -0.855 -0.101 -4.314
Br 0.135 0.088 -5.906
C -2.046 -0.998 -4.393
O -2.373 -1.590 -5.425
C -2.801 -1.115 -3.120
Br -4.332 -2.209 -3.150
C -2.410 -0.457 -1.984
C -0.925 0.987 1.773
C -1.691 0.934 2.907
H -5.447 0.995 5.090
H -5.517 2.140 3.706
H -5.721 0.371 3.426
H -4.777 1.543 1.500
H -3.404 1.462 -0.529
H 0.252 1.330 -0.704
H 0.340 1.228 -3.167
H -3.001 -0.606 -1.088
H 0.162 0.919 1.847
H -1.268 0.783 3.902
```

=====

Stability comparison, relative energies in kJ/mol: version i 0.0; version ii 33.3